Model P:
This record from the OMol25 dataset describes one molecule with the formula C4H7Cl2NO2. The level of theory is the ωB97M-V functional and the def2-TZVPD basis.

gap between HOMO and LUMO = 8.70 eV
charge = 0

Cartesian coordinates (Å):
C: -1.794 1.498 0.372
C: -1.362 0.308 -0.457
O: -0.442 -0.597 0.160
C: 0.773 -0.674 -0.355
Cl: 0.813 -1.381 -1.947
C: 1.556 -1.461 0.701
Cl: 2.083 -0.357 2.077
N: 1.590 0.718 -0.544
O: 2.641 0.572 -1.137
H: -2.520 1.992 -0.207
H: -2.270 1.072 1.351
H: -0.957 2.120 0.620
H: -0.912 0.614 -1.446
H: -2.427 -0.158 -0.647
H: 2.404 -2.140 0.422
H: 0.827 -2.126 1.038


Model Q:
This record from the OMol25 dataset describes a 2-piece molecular cluster, C4H7Cl2NO2 overall. The level of theory is the ωB97M-V functional and the def2-TZVPD basis.

gap between HOMO and LUMO = 9.40 eV
charge = 0

Cartesian coordinates (Å):
O: -1.641 -1.905 0.445
N: -1.796 -1.013 -0.367
O: -1.163 -1.216 -1.525
C: -2.244 0.190 -0.165
Cl: -3.307 0.487 1.145
Cl: -2.056 1.444 -1.279
H: -0.414 -1.878 -1.565
C: 0.353 1.046 1.007
C: 1.350 0.951 0.129
C: 2.239 -0.250 -0.039
H: -0.093 0.194 1.399
H: -0.257 1.840 1.298
H: 1.853 1.881 -0.220
H: 2.046 -1.022 0.816
H: 3.259 0.046 -0.017
H: 1.872 -0.798 -1.062


Relative energies in kcal/mol: model P 0.0; model Q 50.0


Model P:
This record from the OMol25 dataset describes one molecule with the formula C3H7NOS. The level of theory is the ωB97M-V functional and the def2-TZVPD basis.

gap between HOMO and LUMO = 8.89 eV
charge = 0

Cartesian coordinates (Å):
C: 0.499 -1.213 0.822
C: 1.154 -0.009 0.119
O: 0.085 0.873 0.638
C: -0.928 1.235 -0.157
N: -0.868 0.683 -1.353
S: -2.224 2.118 0.289
H: -0.742 -1.257 0.724
H: 0.458 -0.920 1.924
H: 1.112 -2.179 0.504
H: 1.413 -0.176 -1.024
H: 2.132 0.306 0.770
H: -0.410 -0.370 -1.340
H: -1.680 0.909 -1.917


Model Q:
This record from the OMol25 dataset describes one molecule with the formula C3H7NOS. The level of theory is the ωB97M-V functional and the def2-TZVPD basis.

gap between HOMO and LUMO = 9.54 eV
charge = 0

Cartesian coordinates (Å):
C: -1.213 -0.243 -2.223
C: -0.471 -1.220 -1.010
S: 0.962 -0.294 -0.372
N: 0.500 1.136 0.475
C: -0.024 0.965 1.812
O: -0.432 -0.060 2.185
H: -2.175 -0.753 -2.393
H: -0.837 -0.150 -3.258
H: -1.402 0.713 -1.544
H: -0.305 -2.142 -1.478
H: -1.277 -1.363 -0.228
H: 0.660 2.048 -0.068
H: 0.143 1.853 2.638


Model R:
This record from the OMol25 dataset describes a 2-piece molecular cluster, C3H7NOS overall. The level of theory is the ωB97M-V functional and the def2-TZVPD basis.

gap between HOMO and LUMO = 9.16 eV
charge = 0

Cartesian coordinates (Å):
C: 0.335 0.908 1.837
C: 0.118 -0.384 1.520
C: 0.131 -0.841 -0.606
N: -1.450 0.749 -1.208
O: -0.044 0.359 -1.299
S: 1.723 -1.675 -0.865
H: 0.343 1.371 2.864
H: 0.255 1.682 1.081
H: 0.083 -1.270 2.010
H: -0.590 -1.559 -0.770
H: -1.859 -0.102 -1.643
H: -1.637 1.496 -1.830
H: 2.591 -0.733 -1.092


Relative energies in kcal/mol: model P 13.1; model Q 0.0; model R 84.6


Model P:
This record from the OMol25 dataset describes one molecule with the formula C3H7NOS. The level of theory is the ωB97M-V functional and the def2-TZVPD basis.

gap between HOMO and LUMO = 9.21 eV
charge = 0

Cartesian coordinates (Å):
C: 2.161 -0.957 0.077
O: 2.158 0.399 -0.289
C: 1.075 1.141 0.018
N: -0.177 0.951 0.073
S: -1.061 -0.480 -0.076
C: -2.778 0.099 -0.060
H: 1.503 -1.532 -0.556
H: 1.953 -1.143 1.141
H: 3.182 -1.302 -0.213
H: 1.356 2.221 0.133
H: -3.037 0.553 0.916
H: -2.953 0.857 -0.887
H: -3.381 -0.807 -0.276


Model Q:
This record from the OMol25 dataset describes one molecule with the formula C3H7NOS. The level of theory is the ωB97M-V functional and the def2-TZVPD basis.

gap between HOMO and LUMO = 9.38 eV
charge = 0

Cartesian coordinates (Å):
C: -2.542 0.042 0.194
O: -1.529 -0.935 -0.158
N: -0.275 -0.243 0.044
C: 0.591 -1.225 -0.116
S: 2.326 -0.981 0.166
C: 2.353 0.863 -0.122
H: -2.386 0.961 -0.511
H: -3.528 -0.281 -0.074
H: -2.230 0.272 1.378
H: 0.122 -2.258 -0.441
H: 3.258 1.229 -0.224
H: 2.101 1.366 0.846
H: 1.739 1.190 -0.982


Relative energies in kcal/mol: model P 0.0; model Q 50.1


Model P:
This record from the OMol25 dataset describes a 2-piece molecular cluster, C3H7NOS overall. The level of theory is the ωB97M-V functional and the def2-TZVPD basis.

gap between HOMO and LUMO = 4.10 eV
charge = 0

Cartesian coordinates (Å):
O: 2.449 -0.925 0.265
C: 1.378 -0.342 -0.003
C: 0.417 0.087 1.037
C: -0.094 -1.239 0.453
S: -2.006 0.663 -1.959
N: -0.189 1.354 0.750
H: 1.316 0.127 -1.044
H: 0.691 0.087 2.092
H: -1.170 -1.261 0.103
H: 0.269 -2.199 0.860
H: -2.441 0.275 -3.142
H: 0.348 2.172 0.552
H: -0.967 1.202 0.035


Model Q:
This record from the OMol25 dataset describes one molecule with the formula C3H7NOS. The level of theory is the ωB97M-V functional and the def2-TZVPD basis.

gap between HOMO and LUMO = 9.22 eV
charge = 0

Cartesian coordinates (Å):
C: 2.469 0.124 0.045
O: 1.491 -0.964 -0.132
N: 0.244 -0.449 -0.038
C: -0.719 -1.302 -0.014
S: -2.384 -0.872 -0.007
C: -2.219 0.894 -0.078
H: 2.356 0.622 1.009
H: 3.419 -0.444 -0.011
H: 2.462 0.852 -0.807
H: -0.518 -2.326 0.084
H: -3.178 1.348 -0.292
H: -1.397 1.248 -0.713
H: -2.025 1.268 0.954


Model R:
This record from the OMol25 dataset describes one molecule with the formula C3H7NOS. The level of theory is the ωB97M-V functional and the def2-TZVPD basis.

gap between HOMO and LUMO = 9.56 eV
charge = 0

Cartesian coordinates (Å):
O: 1.045 -2.229 0.452
C: 1.106 -1.078 -0.446
C: 0.397 0.121 0.064
C: -1.091 0.044 0.113
N: -1.933 1.036 0.123
S: -1.219 2.557 -0.276
H: 1.444 -1.860 1.235
H: 0.663 -1.449 -1.315
H: 2.075 -0.718 -0.723
H: 0.602 0.188 1.092
H: 0.743 0.971 -0.577
H: -1.468 -1.016 0.181
H: -2.366 3.435 0.077


Relative energies in kcal/mol: model P 103.6; model Q 10.7; model R 0.0


Model P:
This record from the OMol25 dataset describes a 2-piece molecular cluster, C3H11NS overall. The level of theory is the ωB97M-V functional and the def2-TZVPD basis.

gap between HOMO and LUMO = 9.48 eV
charge = 0

Cartesian coordinates (Å):
C: -1.120 0.757 1.668
N: -1.486 0.514 0.282
C: -1.937 1.745 -0.391
H: -0.992 1.815 1.911
H: -0.121 0.329 1.855
H: -1.750 0.268 2.414
H: -2.219 -0.184 0.221
H: -1.035 2.328 -0.610
H: -2.599 1.630 -1.243
H: -2.383 2.465 0.309
C: 2.170 -1.614 0.262
S: 1.283 -0.746 -1.081
H: 2.966 -0.995 0.721
H: 2.632 -2.545 -0.039
H: 1.648 -1.742 1.219
H: 0.287 -0.267 -0.347


Model Q:
This record from the OMol25 dataset describes a 3-piece molecular cluster, C3H11NS overall. The level of theory is the ωB97M-V functional and the def2-TZVPD basis.

gap between HOMO and LUMO = 8.84 eV
charge = 0

Cartesian coordinates (Å):
C: 2.440 -0.063 -1.795
C: 1.100 0.128 -1.056
S: 1.351 0.189 0.831
H: 2.932 -0.698 -1.108
H: 3.081 0.781 -1.895
H: 2.310 -0.490 -2.810
H: 0.522 -0.763 -1.333
H: 0.564 1.050 -1.362
C: -1.899 0.358 0.892
N: -1.932 -0.670 1.937
H: -1.732 -0.136 -0.099
H: -2.789 1.000 0.840
H: -1.052 1.076 0.936
H: -0.379 -0.601 1.101
H: -2.871 -0.989 2.157
H: -1.646 -0.174 2.764


Relative energies in kcal/mol: model P 0.0; model Q 43.6


Model P:
This record from the OMol25 dataset describes a 2-piece molecular cluster, C3H10N2O overall. The level of theory is the ωB97M-V functional and the def2-TZVPD basis.

gap between HOMO and LUMO = 9.62 eV
charge = 0

Cartesian coordinates (Å):
C: -0.197 2.147 -1.951
C: -0.853 1.005 -2.046
N: -2.105 0.803 -1.416
H: 0.788 2.252 -2.385
H: -0.549 2.879 -1.230
H: -0.559 0.232 -2.750
H: -2.487 -0.083 -1.729
H: -2.845 1.450 -1.665
N: 0.121 -0.726 2.055
C: 1.373 -1.386 2.351
O: 2.202 -1.525 1.192
H: -0.558 -1.363 1.654
H: 0.373 -0.114 1.281
H: 1.969 -0.764 3.011
H: 1.182 -2.379 2.759
H: 2.144 -2.427 0.869


Model Q:
This record from the OMol25 dataset describes a 3-piece molecular cluster, C3H10N2O overall. The level of theory is the ωB97M-V functional and the def2-TZVPD basis.

gap between HOMO and LUMO = 9.97 eV
charge = 0

Cartesian coordinates (Å):
C: 2.066 3.062 -0.551
N: 3.194 2.413 -0.814
C: 3.281 1.047 -0.317
H: 1.869 3.867 -1.348
H: 1.170 2.819 0.086
H: 3.609 0.898 0.708
H: 2.332 0.548 -0.222
H: 3.827 0.481 -1.116
C: -2.159 -0.459 2.398
O: -2.911 -1.109 3.065
H: -1.298 -0.868 1.814
H: -2.261 0.709 2.485
N: -3.264 -3.174 -1.692
H: -4.012 -3.422 -2.330
H: -2.869 -2.849 -0.804
H: -2.573 -3.963 -1.363


Model R:
This record from the OMol25 dataset describes a 2-piece molecular cluster, C3H10N2O overall. The level of theory is the ωB97M-V functional and the def2-TZVPD basis.

gap between HOMO and LUMO = 5.58 eV
charge = 0

Cartesian coordinates (Å):
C: -0.003 -0.926 0.288
N: 0.850 -1.002 -0.771
C: 1.828 -0.002 -0.972
O: 1.477 1.362 -1.189
C: -1.421 -0.376 -0.143
N: -2.090 0.364 0.884
H: -0.141 -1.861 0.839
H: 0.427 -0.230 1.081
H: 0.051 1.395 0.976
H: 2.444 -0.267 -1.815
H: 2.513 -0.022 -0.090
H: 0.821 1.585 -0.504
H: -2.022 -1.251 -0.388
H: -1.309 0.251 -1.023
H: -2.016 -0.162 1.762
H: -1.408 1.143 1.068


Relative energies in kcal/mol: model P 0.0; model Q 77.8; model R 131.4